Record 1
This record from the OMol25 dataset describes a cluster of 2 separate species, C2H4O3 in total. The level of theory is wB97M-V/def2-TZVPD.

CARTESIAN COORDINATES (ANGSTROEM)
O  1.466  0.730  0.016
C  1.769  0.181  1.042
H  2.214  0.747  1.875
H  1.593  -0.893  1.184
O  -0.713  -1.241  0.085
C  -1.423  -0.307  -0.123
O  -1.234  0.610  -1.084
H  -2.364  -0.100  0.408
H  -0.300  0.847  -1.195

**Multiplicity**: 1
**Energy above the lowest of the compared OMol25 structures with the same formula, charge and spin**: 110.4 kJ/mol
**Strongest force on any atom**: 0.89 eV Å⁻¹
**Net charge**: 0
**Gap between HOMO and LUMO**: 11.1159 eV
**Lowest unoccupied orbital energy**: 0.0225 Eh
**Structure (SMILES)**: O=CO.C=O

Atom charges from the Mulliken analysis, given in e for atoms 1 to 2:
1. O -0.421
2. C -0.107



Record 2
This record from the OMol25 dataset describes an isolated molecule of C3H10N2S at a distorted geometry. The level of theory is wB97M-V/def2-TZVPD.

CARTESIAN COORDINATES (ANGSTROEM)
N  -0.228  0.822  -1.179
C  -0.134  0.476  0.234
C  0.369  -1.001  0.457
S  -0.576  -2.308  -0.433
C  0.859  1.396  0.863
N  0.299  2.786  0.595
H  -0.841  0.144  -1.600
H  -0.560  1.821  -1.232
H  -1.144  0.536  0.658
H  1.417  -1.139  0.192
H  0.133  -1.259  1.505
H  -0.109  -2.438  -1.646
H  1.670  1.282  0.057
H  1.222  0.841  1.854
H  -0.457  2.996  1.249
H  0.823  3.670  0.644

**Multiplicity**: 1
**Energy above the lowest of the compared OMol25 structures with the same formula, charge and spin**: 109.5 kJ/mol
**Strongest force on any atom**: 2.77 eV Å⁻¹
**Net charge**: 0
**Gap between HOMO and LUMO**: 9.9508 eV
**Lowest unoccupied orbital energy**: 0.0372 Eh
**Structure (SMILES)**: NC[C@@H](N)CS

Atom charges from the Mulliken analysis, given in e for atoms 1 to 2:
1. N -0.709
2. C 0.412



Record 3
This record from the OMol25 dataset describes an isolated molecule of C19H22ClNO3. The level of theory is wB97M-V/def2-TZVPD.

CARTESIAN COORDINATES (ANGSTROEM)
C  -4.049  -2.360  -0.736
C  -2.579  -2.663  -0.873
O  -2.123  -3.197  -1.859
C  -1.701  -2.256  0.259
C  -0.333  -2.174  -0.003
C  0.552  -1.783  0.990
C  0.056  -1.495  2.264
C  -1.294  -1.596  2.528
C  -2.182  -1.966  1.531
H  -3.233  -2.043  1.757
H  -1.660  -1.381  3.521
H  0.755  -1.206  3.035
O  1.902  -1.660  0.849
C  2.519  -2.008  -0.369
C  2.400  -0.947  -1.483
O  2.994  -1.443  -2.658
H  3.943  -1.539  -2.515
C  3.005  0.405  -1.075
N  2.130  1.085  -0.150
H  2.115  0.596  0.739
C  2.422  2.487  0.048
C  1.370  3.102  0.979
C  -0.009  2.751  0.496
C  -0.545  3.368  -0.627
C  -1.787  3.009  -1.115
C  -2.506  2.018  -0.466
C  -2.000  1.399  0.662
C  -0.753  1.768  1.133
H  -0.359  1.275  2.009
H  -2.568  0.633  1.165
Cl  -4.058  1.550  -1.070
H  -2.195  3.489  -1.991
H  0.016  4.141  -1.131
H  1.513  2.718  1.991
H  1.506  4.185  0.999
H  2.370  2.971  -0.932
H  3.431  2.669  0.462
H  3.080  1.017  -1.980
H  4.030  0.252  -0.684
H  1.348  -0.779  -1.730
H  2.135  -2.963  -0.747
H  3.578  -2.139  -0.114
H  -0.007  -2.423  -1.000
H  -4.480  -2.958  0.064
H  -4.194  -1.308  -0.505
H  -4.553  -2.602  -1.669

**Multiplicity**: 1
**Energy above the lowest of the compared OMol25 structures with the same formula, charge and spin**: 163.5 kJ/mol
**Strongest force on any atom**: 0.68 eV Å⁻¹
**Net charge**: 0
**Gap between HOMO and LUMO**: 9.0259 eV
**Lowest unoccupied orbital energy**: 0.0121 Eh
**Structure (SMILES)**: CC(=O)c1cccc(OC[C@H](O)CNCCc2ccc(Cl)cc2)c1

Atom charges from the Mulliken analysis, given in e for atoms 1 to 2:
1. C -1.296
2. C 0.726



Record 4
This record from the OMol25 dataset describes a cluster of 5 separate species, CH11O5 in total at a distorted geometry. The level of theory is wB97M-V/def2-TZVPD.

CARTESIAN COORDINATES (ANGSTROEM)
C  0.353  2.101  -0.156
O  0.099  0.727  0.003
H  -0.284  2.641  0.610
H  0.307  2.558  -1.219
H  1.472  2.414  0.046
H  -0.847  0.066  -1.019
H  -1.346  -0.725  -2.356
O  -1.556  -0.582  -1.421
H  -0.518  -0.129  1.975
H  -0.514  1.101  2.790
O  -0.574  0.067  2.964
H  -1.549  -2.738  -0.421
H  -0.538  -3.610  -1.007
O  -1.379  -3.689  -0.549
H  1.654  0.342  0.055
H  2.597  -0.755  -0.290
O  2.622  0.213  -0.004

**Multiplicity**: 1
**Energy above the lowest of the compared OMol25 structures with the same formula, charge and spin**: 102.6 kJ/mol
**Strongest force on any atom**: 4.10 eV Å⁻¹
**Net charge**: -1
**Gap between HOMO and LUMO**: 8.4285 eV
**Lowest unoccupied orbital energy**: 0.1395 Eh

Atom charges from the Mulliken analysis, given in e for atoms 1 to 2:
1. C -0.683
2. O -0.861



Record 5
This record from the OMol25 dataset describes the ion C9H8N5 with charge +1 at a distorted geometry. The level of theory is wB97M-V/def2-TZVPD.

CARTESIAN COORDINATES (ANGSTROEM)
C  2.525  -0.249  -0.047
C  1.765  -1.410  -0.139
C  1.894  0.958  0.298
C  0.382  -1.367  -0.044
C  0.503  1.073  0.324
C  -0.237  -0.102  0.060
C  -3.783  -0.877  0.114
C  -2.382  -1.212  0.105
C  -2.482  1.137  -0.248
N  -5.069  -1.160  0.141
N  -5.734  -0.038  -0.094
N  -4.935  1.000  -0.273
N  -3.767  0.541  -0.066
N  -1.644  -0.123  0.036
H  3.530  -0.151  -0.005
H  2.387  -2.245  -0.309
H  2.313  1.924  0.510
H  -0.006  -2.358  -0.107
H  0.065  1.932  0.555
H  -2.191  -2.276  0.176
H  -2.232  1.442  -1.374
H  -2.172  1.886  0.504

**Multiplicity**: 1
**Energy above the lowest of the compared OMol25 structures with the same formula, charge and spin**: 0.0 kJ/mol
**Strongest force on any atom**: 5.64 eV Å⁻¹
**Net charge**: +1
**Gap between HOMO and LUMO**: 7.2860 eV
**Lowest unoccupied orbital energy**: -0.2260 Eh
**Structure (SMILES)**: C1=[N+](c2ccccc2)Cn2nnnc21

Atom charges from the Mulliken analysis, given in e for atoms 1 to 2:
1. C -0.707
2. C -0.819



Record 6
This record from the OMol25 dataset describes a structure of composition CHF2N2O3 at a distorted geometry. The level of theory is wB97M-V/def2-TZVPD.

CARTESIAN COORDINATES (ANGSTROEM)
C  -1.354  0.182  -0.079
N  1.574  -0.934  0.085
N  1.438  0.235  0.109
O  1.644  1.415  0.109
O  2.561  -1.759  0.004
O  -0.253  0.731  0.122
F  -2.249  0.518  0.907
F  -1.896  0.539  -1.349
H  -1.465  -0.927  0.092

**Multiplicity**: 1
**Energy above the lowest of the compared OMol25 structures with the same formula, charge and spin**: 207.5 kJ/mol
**Strongest force on any atom**: 3.80 eV Å⁻¹
**Net charge**: -1
**Gap between HOMO and LUMO**: 8.9745 eV
**Lowest unoccupied orbital energy**: 0.1560 Eh

Atom charges from the Mulliken analysis, given in e for atoms 1 to 2:
1. C 0.351
2. N -0.044



| no. | energy (Ha) | HOMO energy (eV) |
| --- | --- | --- |
| 1 | -304.2996 | -10.504 |
| 2 | -627.9529 | -8.937 |
| 3 | -1477.8740 | -8.696 |
| 4 | -420.9117 | -4.631 |
| 5 | -621.1447 | -13.436 |
| 6 | -573.4888 | -4.731 |